Computed, not measured: C21H39F7N8O2P2S as an isolated structure in a non-equilibrium geometry, with ωB97M-V with the def2-TZVPD basis set.

The charge is 0. The largest force on an atom is 8.3 eV/A. As for the orbital gap: 6.51 eV. Its HOMO energy is -7.7769 eV. As for the lowest unoccupied orbital energy: -0.0465 Eh.

Positions of all 80 atoms, in Å:
1 F 3.253 -5.926 3.662
2 C 2.807 -5.224 2.590
3 F 3.263 -3.921 2.775
4 F 3.339 -5.633 1.404
5 C 1.211 -5.097 2.535
6 F 0.824 -4.721 3.789
7 F 0.978 -4.123 1.573
8 C 0.556 -6.424 2.018
9 F 0.762 -6.633 0.656
10 F 1.184 -7.511 2.655
11 C -0.970 -6.589 2.285
12 C -1.488 -7.952 2.260
13 C -2.958 -8.264 2.456
14 C -3.921 -7.221 2.694
15 C -3.446 -5.815 2.748
16 N -4.228 -4.713 2.962
17 S -3.182 -3.415 2.928
18 N -1.725 -4.150 2.610
19 C -1.973 -5.508 2.542
20 H -0.789 -8.799 2.090
21 H -3.247 -9.344 2.382
22 H -4.993 -7.513 2.829
23 O -1.275 0.509 4.273
24 P -0.312 1.089 3.238
25 N 0.713 -0.307 3.212
26 C 2.136 -0.344 2.921
27 C 0.096 -1.498 2.632
28 N 0.318 2.269 4.352
29 C 1.558 2.065 5.077
30 C -0.666 2.851 5.267
31 N 0.660 1.824 1.948
32 C 0.886 3.281 1.944
33 C 0.028 1.518 0.639
34 H 2.362 -0.163 1.862
35 H 2.547 -1.326 3.176
36 H 2.715 0.356 3.515
37 H 0.166 -1.505 1.537
38 H -0.958 -1.575 2.899
39 H 0.566 -2.406 3.006
40 H 1.565 1.120 5.633
41 H 1.737 2.877 5.789
42 H 2.416 2.110 4.403
43 H -0.866 2.201 6.125
44 H -1.608 3.045 4.751
45 H -0.313 3.817 5.643
46 H -0.046 3.839 2.062
47 H 1.354 3.592 1.005
48 H 1.584 3.586 2.721
49 H -0.936 2.024 0.537
50 H -0.148 0.446 0.525
51 H 0.672 1.819 -0.190
52 O -0.073 3.438 -2.680
53 P -0.158 3.011 -4.144
54 N 1.435 3.567 -4.538
55 C 1.902 4.039 -5.831
56 C 2.514 2.806 -3.911
57 N -1.324 4.242 -4.530
58 C -0.946 5.503 -5.143
59 C -2.318 4.511 -3.488
60 N -0.337 2.361 -5.786
61 C -1.650 2.414 -6.453
62 C 0.046 0.926 -5.777
63 H 2.004 3.235 -6.570
64 H 2.885 4.509 -5.726
65 H 1.273 4.814 -6.258
66 H 2.760 1.899 -4.479
67 H 2.254 2.504 -2.895
68 H 3.422 3.409 -3.825
69 H -0.163 6.022 -4.577
70 H -1.805 6.174 -5.226
71 H -0.626 5.353 -6.176
72 H -1.928 5.174 -2.709
73 H -2.649 3.582 -3.019
74 H -3.209 4.975 -3.920
75 H -2.448 2.021 -5.817
76 H -1.632 1.830 -7.378
77 H -1.908 3.424 -6.764
78 H -0.665 0.328 -5.201
79 H 1.034 0.783 -5.332
80 H 0.100 0.528 -6.792

Mulliken atomic charge list, values in e, 8 entries: atom 1 (F): -0.23, atom 2 (C): 0.48, atom 3 (F): -0.21, atom 4 (F): -0.24, atom 5 (C): 0.57, atom 6 (F): -0.27, atom 7 (F): -0.25, atom 8 (C): 1.07